Entry 1:
ORCA calculation (ωB97M-V/def2-TZVPD) on a 2-piece molecular cluster, CH3ClO2S overall.

CARTESIAN COORDINATES (ANGSTROEM)
C 0.40321 -0.31638 -0.02202
O 0.09545 -1.00172 -1.10838
O 0.21310 -0.77233 1.20249
S -1.39532 1.64394 0.09181
Cl 1.77976 0.80116 -0.10616
H 0.10693 -1.92184 -0.83741
H 0.88197 -0.48384 1.79751
H -2.08510 2.05100 -1.01784

The largest force on an atom is 3.89 eV/A. The frontier orbital gap (alpha / beta) is 7.270 / 7.228 eV. As for the calculated total energy: -1048.667771 a.u. Its spin multiplicity is 1. The charge is 0.

---

Entry 2:
ORCA calculation (ωB97M-V/def2-TZVPD) on one molecule with the formula CH3ClOSi.

CARTESIAN COORDINATES (ANGSTROEM)
C -0.62431 -0.63929 -0.13012
O 0.32775 -0.50190 0.69161
Si 1.43776 0.71786 1.70652
Cl 3.03844 -0.18179 2.49500
H -0.95794 0.40821 -0.68083
H -1.32926 -1.45469 -0.26586
H 1.85980 1.46063 0.41804

The largest force on an atom is 5.11 eV/A. The frontier orbital gap (alpha / beta) is 6.196 / 6.200 eV. As for the calculated total energy: -864.754291 a.u. Its spin multiplicity is 1. The charge is 0.

---

Entry 3:
ORCA calculation (ωB97M-V/def2-TZVPD) on one molecule with the formula CH3F2NO.

CARTESIAN COORDINATES (ANGSTROEM)
N 0.32034 0.15086 -0.38258
O -1.05902 -0.23691 -0.33391
C -1.41016 -0.78532 0.84582
F -1.82334 -2.09066 0.71273
F -2.45271 -0.08986 1.42871
H 0.71731 -0.41651 -1.01612
H 0.38306 1.04237 -0.78001
H -0.63304 -0.61851 1.48596

The largest force on an atom is 4.30 eV/A. The frontier orbital gap is 12.008 eV. As for the calculated total energy: -369.561516 a.u. Its spin multiplicity is 1. The SMILES is NOC(F)F. The charge is 0.

---

Entry 4:
ORCA calculation (ωB97M-V/def2-TZVPD) on a 2-piece molecular cluster, CH3F2O2P overall.

CARTESIAN COORDINATES (ANGSTROEM)
O -0.83547 0.97425 0.10507
P -2.12089 0.53178 -0.71452
F -2.21002 -1.05288 -0.25304
F -3.19106 1.02496 0.39519
H -0.13980 1.16750 -0.56912
C 2.12118 -0.62589 0.30530
O 1.83864 -0.00922 -0.62461
H 1.39507 -0.90014 1.00452
H 3.14236 -1.11035 0.35119

The largest force on an atom is 5.61 eV/A. The frontier orbital gap is 11.417 eV. As for the calculated total energy: -731.530781 a.u. Its spin multiplicity is 1. The SMILES is OP(F)F.C=O. The charge is 0.

---

Entry 5:
ORCA calculation (ωB97M-V/def2-TZVPD) on one molecule with the formula CH3F2O3P.

CARTESIAN COORDINATES (ANGSTROEM)
O -2.47964 0.54186 0.68873
O -1.61558 0.28017 -0.43799
P -0.59396 -0.96043 -0.01460
C 0.99167 0.15737 0.21897
O 2.17341 -0.68547 0.30801
F 1.16286 0.88502 -0.87094
F 1.06094 1.08057 1.20249
H -3.13246 -0.14600 0.52108
H -0.42093 -0.99668 -1.48771
H 2.85370 -0.15640 -0.12804

The largest force on an atom is 2.91 eV/A. The frontier orbital gap is 10.909 eV. As for the calculated total energy: -806.592473 a.u. Its spin multiplicity is 1. The SMILES is OOPC(O)(F)F. The charge is 0.

---

Entry 6:
ORCA calculation (ωB97M-V/def2-TZVPD) on a 2-piece molecular cluster, CH3F2OPS overall.

CARTESIAN COORDINATES (ANGSTROEM)
F -2.77047 -0.54854 -1.32818
P -1.33979 -0.16052 -0.61382
F -1.87320 -0.60992 0.87052
S -1.68772 1.73484 -0.53939
H -0.31244 1.93321 -0.13028
C 2.01526 -0.56920 0.46423
O 1.13967 0.22378 0.18836
H 2.30981 -1.37583 -0.25084
H 2.51889 -0.62780 1.33940

The largest force on an atom is 4.67 eV/A. The frontier orbital gap is 9.429 eV. As for the calculated total energy: -1054.432053 a.u. Its spin multiplicity is 1. The SMILES is FP(F)S.C=O. The charge is 0.

---

Entry 7:
ORCA calculation (ωB97M-V/def2-TZVPD) on one molecule with the formula CH3F2PS.

CARTESIAN COORDINATES (ANGSTROEM)
C 1.41735 0.23197 0.12688
S -0.06335 0.65705 -0.78515
P -1.52152 -0.72343 0.10937
F -2.27712 -1.13284 -1.17966
F -2.65071 0.36315 0.59623
H 2.07861 1.14329 0.16629
H 1.82573 -0.60987 -0.17701
H 1.19101 0.07067 1.14305

The largest force on an atom is 4.94 eV/A. The frontier orbital gap is 10.233 eV. As for the calculated total energy: -979.231687 a.u. Its spin multiplicity is 1. The SMILES is CSP(F)F. The charge is 0.

---

Entry 8:
ORCA calculation (ωB97M-V/def2-TZVPD) on a 2-piece molecular cluster, CH3F3N2S overall.

CARTESIAN COORDINATES (ANGSTROEM)
C -1.67038 1.12168 0.36931
N 0.57587 -2.12970 0.18516
N 2.02960 -0.18631 -0.59644
F -2.93258 0.60225 0.52202
F -1.71475 2.06313 -0.54285
F -1.32292 1.72702 1.56031
S 0.53649 -0.92770 -0.83857
H -0.42924 -2.50105 0.39368
H 2.47210 -0.11357 0.22399
H 2.45583 0.34424 -1.27660

The largest force on an atom is 4.28 eV/A. The frontier orbital gap (alpha / beta) is 9.487 / 6.593 eV. As for the calculated total energy: -847.054201 a.u. Its spin multiplicity is 1. The charge is 0.

---

Entry 9:
ORCA calculation (ωB97M-V/def2-TZVPD) on an isolated ion of composition CH3F3NS and charge +1.

CARTESIAN COORDINATES (ANGSTROEM)
C -0.33747 -0.13780 0.14232
N 0.27797 -0.44000 1.38159
S 1.55776 -0.21377 2.38728
F 0.74698 -0.02552 3.75102
F 2.02944 -1.77070 2.60051
F 3.19889 0.44049 3.10257
H 0.36468 -0.45993 -0.56791
H -0.77618 0.84193 0.13791
H -1.23260 -0.78918 0.09691

The largest force on an atom is 4.58 eV/A. The frontier orbital gap (alpha / beta) is 7.722 / 7.739 eV. As for the calculated total energy: -791.910002 a.u. Its spin multiplicity is 1. The SMILES is C[N+]#S(F)(F)F. The charge is +1.

---

Entry 10:
ORCA calculation (ωB97M-V/def2-TZVPD) on a 2-piece molecular cluster, CH3F3P2 overall.

CARTESIAN COORDINATES (ANGSTROEM)
C -0.52166 0.56947 -0.14228
F -1.08047 1.69250 0.36442
F -0.55634 0.65736 -1.45543
F -2.42957 -1.44596 -0.01175
P 1.75308 0.29816 0.85685
P -1.04471 -0.90994 0.69792
H 2.21971 1.37585 0.14167
H 1.72953 -0.45057 -0.32703
H -0.06956 -1.78687 -0.12437

The largest force on an atom is 3.70 eV/A. The frontier orbital gap (alpha / beta) is 7.548 / 7.455 eV. As for the calculated total energy: -1022.034072 a.u. Its spin multiplicity is 3. The charge is 0. As for the expectation value of S²: 2.006.

---

Entry 11:
ORCA calculation (ωB97M-V/def2-TZVPD) on CH3F5N3P3 as an isolated structure.

CARTESIAN COORDINATES (ANGSTROEM)
C -0.13459 0.31499 0.05947
N 0.44611 -1.84265 -1.59314
N 0.31906 -3.60805 1.72355
N 1.28882 -4.39485 -0.79243
F -1.93311 -1.39920 -0.86282
F 2.81015 -2.72292 -1.97599
F 1.09061 -3.65385 -3.25227
F 0.50226 -6.06643 0.83586
F -1.17482 -4.74589 -0.16907
P -0.41258 -1.46003 -0.31304
P 1.31064 -3.17245 -1.76842
P 0.29208 -4.53841 0.47184
H -0.09190 0.47778 1.13457
H 0.80879 0.61012 -0.38823
H -0.96085 0.87879 -0.36353

The largest force on an atom is 3.51 eV/A. The frontier orbital gap (alpha / beta) is 7.267 / 7.576 eV. As for the calculated total energy: -1727.709672 a.u. Its spin multiplicity is 1. The charge is 0.

---

Entry 12:
ORCA calculation (ωB97M-V/def2-TZVPD) on a 2-piece molecular cluster, CH3FIN overall.

CARTESIAN COORDINATES (ANGSTROEM)
C 0.16491 -0.08934 0.09444
N -3.00695 1.09460 0.37101
F -3.49475 2.27345 -0.25524
I -4.18059 -0.44587 -0.06182
H 0.21286 -0.67117 -0.85385
H 0.97369 -0.12345 0.89581
H -0.70174 0.60223 0.26120

The largest force on an atom is 1.91 eV/A. The frontier orbital gap (alpha / beta) is 9.400 / 7.234 eV. As for the calculated total energy: -491.988901 a.u. Its spin multiplicity is 1. The charge is 0.

---

Repeat the eighth record exactly.
ORCA calculation (ωB97M-V/def2-TZVPD) on a 2-piece molecular cluster, CH3F3N2S overall.

CARTESIAN COORDINATES (ANGSTROEM)
C -1.67038 1.12168 0.36931
N 0.57587 -2.12970 0.18516
N 2.02960 -0.18631 -0.59644
F -2.93258 0.60225 0.52202
F -1.71475 2.06313 -0.54285
F -1.32292 1.72702 1.56031
S 0.53649 -0.92770 -0.83857
H -0.42924 -2.50105 0.39368
H 2.47210 -0.11357 0.22399
H 2.45583 0.34424 -1.27660

The largest force on an atom is 4.28 eV/A. The frontier orbital gap (alpha / beta) is 9.487 / 6.593 eV. As for the calculated total energy: -847.054201 a.u. Its spin multiplicity is 1. The charge is 0.